A structure of composition C52H159F4N15O29PbS4 in a non-equilibrium geometry. Source: the OMol25 dataset; level of theory: ωB97M-V with the def2-TZVPD basis set.

Computed properties:
Gap between HOMO and LUMO = 8.207 eV
E_LUMO = -0.0229 hartree
Highest occupied orbital energy = -8.8 eV
Max |F| = 0.1659 Eh/bohr
Total charge = 0
Energy = -7264.53005 a.u.

Atoms and positions in Å:
Pb  11.22701  -2.70742  22.37016
S  8.33985  -1.70643  24.26692
S  8.45141  0.04329  22.70757
S  13.33202  -4.84851  20.17997
S  13.64465  -2.54348  19.56239
F  12.70473  -1.22662  19.69137
F  9.26706  -2.99107  24.78647
F  12.73068  -5.72643  21.37866
F  9.23131  0.15689  21.29774
O  10.29694  -2.96171  17.98599
O  7.16308  -2.44345  23.85992
O  15.00846  -9.62617  16.92989
O  14.57695  2.41691  16.29855
O  17.29699  -7.46617  24.30818
O  8.39312  -0.80710  25.43985
O  9.79013  1.59994  18.74733
O  6.67738  -8.31800  24.08534
O  12.56971  -5.04684  26.47927
O  11.36932  -9.29731  26.36310
O  12.49905  -5.47926  19.16040
O  10.91377  -8.43067  13.18519
O  16.23719  0.35771  24.71333
O  8.90921  1.27853  23.33661
O  13.48982  -2.83628  18.13456
O  14.73844  -5.18361  20.27364
O  13.73743  4.32935  23.24712
O  14.11586  -0.93406  14.58861
O  12.05152  -0.33073  22.30297
O  18.87970  0.40773  19.00370
O  19.52306  -3.58848  18.29237
O  10.54574  -4.96144  23.31218
O  13.23092  -9.82047  21.00730
O  8.30054  -7.45020  17.53244
O  11.48170  -6.95562  24.86778
O  16.08250  1.02936  18.05642
O  14.96774  -2.09712  20.03036
O  7.01907  -0.12642  22.33523
O  9.48095  -3.69547  20.65307
N  8.06437  -6.34955  22.50281
N  16.93757  -7.35372  16.41768
N  7.36460  -10.96168  18.42396
N  10.87752  -12.25128  19.42881
N  12.36678  -2.80766  24.75465
N  11.62457  -9.80856  23.41737
N  18.85031  0.80679  22.06057
N  11.88739  -5.61869  12.39688
N  11.81084  2.34231  16.90422
N  18.92821  -8.42932  22.06445
N  11.93774  -1.04655  16.57623
N  9.33422  -1.41233  23.15306
N  12.80569  -3.48791  20.69616
N  19.67103  -2.07541  20.81142
N  13.63094  0.86991  24.39470
C  9.53400  -8.07895  21.62422
C  12.64509  -5.64770  27.78750
C  11.54212  3.08308  18.13312
C  16.31814  0.18489  26.09929
C  13.43597  -10.39612  24.74643
C  11.71571  -1.39963  15.23180
C  16.17195  -7.36882  25.13403
C  15.71148  -7.30575  17.18380
C  14.50089  -2.33874  14.55142
C  14.72919  -2.68746  24.45766
C  14.63045  -8.29409  16.71784
C  9.53966  -6.71216  17.65641
C  19.10187  -3.37302  20.63678
C  15.27821  -5.81866  16.86650
C  19.22307  -3.55484  16.91837
C  12.05074  4.45739  17.89887
C  14.66156  5.29016  22.81131
C  11.20063  -7.43466  14.15838
C  6.02501  -8.97877  18.93502
C  13.74588  -4.22868  26.20900
C  17.55537  0.24232  24.07984
C  7.95641  -8.52853  23.49458
C  18.45978  -3.50851  19.19911
C  8.11085  -7.76615  22.20418
C  10.03157  2.95329  18.37655
C  18.01080  -7.40392  21.98333
C  11.04527  -10.50915  25.67188
C  17.50464  -7.46507  20.52994
C  13.58433  -3.56285  24.87060
C  17.54481  0.86629  22.67811
C  11.66635  -11.70268  20.50887
C  8.73295  0.96137  17.97392
C  8.41605  -8.82974  17.86923
C  18.01396  -3.33065  21.69912
C  16.84181  -7.68454  22.96271
C  16.48009  0.18550  21.79894
C  12.57983  -5.34029  14.75076
C  12.59218  -10.49962  19.93537
C  13.37852  2.28344  24.53053
C  11.95645  -10.73169  24.50595
C  14.20570  -8.89195  20.46874
C  13.80053  2.76627  25.88370
C  14.08747  -10.61613  16.44556
C  10.76653  -9.18015  27.63918
C  12.77785  -0.65706  14.32969
C  10.15151  -9.50749  13.74435
C  7.03574  -9.62443  17.94010
C  14.20662  2.95167  23.33071
C  10.31008  -0.97313  14.84555
C  12.25625  -6.35388  13.64271
C  12.43903  -12.77033  21.16799
C  6.66284  -8.65722  25.47811
H  11.40785  -7.72108  25.43773
H  11.66616  -8.86758  23.78198
H  13.97929  -10.89984  23.94694
H  9.72495  3.51837  19.25676
H  13.86491  -10.50395  15.38444
H  18.87869  -1.48156  20.61233
H  12.73428  -5.14073  12.12404
H  12.32179  2.48550  24.35560
H  14.59467  -8.43937  21.38087
H  10.95857  -11.28317  21.22382
H  18.54221  -6.47717  22.19975
H  14.25760  -8.05922  15.72088
H  18.97093  -0.19203  21.97161
H  18.91067  -2.54783  16.64188
H  11.67717  -3.17666  25.39369
H  19.78849  -4.19232  20.84983
H  7.21385  -11.03312  19.42009
H  12.37988  -9.73401  22.75099
H  10.29511  -7.64914  22.27543
H  12.62947  -1.67850  16.95340
H  16.37056  -6.77658  26.02729
H  9.37993  -9.39301  14.50569
H  11.15487  -9.91754  28.34171
H  8.52871  -3.79245  20.66035
H  9.44691  3.38455  17.56398
H  10.81446  -10.24674  14.19392
H  20.22233  -1.90198  19.98311
H  17.55609  -4.31335  21.81204
H  10.00131  -10.43553  25.36719
H  5.74186  -8.00341  18.53928
H  12.98573  -12.36659  22.02017
H  16.85615  -0.70653  21.29797
H  10.90543  -5.64083  23.88252
H  12.56646  -1.94327  25.23742
H  12.58309  0.04749  23.00341
H  13.72619  -9.37038  24.97386
H  13.72005  3.85329  25.88094
H  13.75792  -8.10767  17.34396
H  16.39874  -8.66005  22.76229
H  15.56586  -2.51752  14.40318
H  13.07714  4.58307  17.55416
H  13.11872  -13.13909  20.39979
H  12.64725  0.42492  14.31072
H  14.31070  6.30533  22.99689
H  15.76152  -7.41194  18.26746
H  16.34623  0.20939  18.47395
H  7.21236  -7.96634  26.11749
H  7.52894  -6.35808  23.35916
H  16.09883  -6.89996  22.81945
H  12.06639  2.61969  18.96889
H  13.51229  0.39929  25.28045
H  10.49690  -7.16433  17.39689
H  11.13901  -11.40835  26.28078
H  12.76547  -4.94388  28.61106
H  14.39436  -5.63579  17.47762
H  14.60319  -11.56898  16.56479
H  8.75891  -0.10854  18.18062
H  9.69130  -6.33381  18.66733
H  7.73062  1.20968  18.32287
H  13.19795  -10.67995  17.07229
H  18.23896  -2.97978  22.70628
H  11.59954  -6.33765  11.74856
H  18.31789  0.74801  24.67225
H  5.58870  -8.69542  25.65936
H  14.59522  0.62557  24.21984
H  13.68445  -8.09355  19.94058
H  13.38151  -10.87797  19.28583
H  15.26782  2.84063  23.55345
H  8.03128  -9.61507  23.45057
H  11.59955  -7.87708  15.07119
H  15.63938  -3.23506  24.70220
H  9.70223  -3.56867  19.73047
H  13.73055  -10.90973  25.66159
H  17.87739  -2.61482  18.97496
H  16.08554  -5.15590  17.17803
H  6.96403  -9.69283  25.63588
H  11.45495  1.43529  17.17020
H  6.57046  -11.52175  18.14872
H  12.44096  -0.82586  13.30690
H  16.70887  -7.52777  15.44943
H  14.35178  -2.86483  15.49433
H  11.42308  5.09265  17.27391
H  8.91483  -9.07079  18.80796
H  9.71747  -9.13124  21.40712
H  10.23698  -7.00290  14.42869
H  17.90819  -0.78891  24.06629
H  9.68985  -7.62769  20.64433
H  11.86602  -11.75352  24.13747
H  13.91401  2.44740  22.40973
H  14.62392  -4.87454  26.21230
H  8.78172  1.24218  16.92184
H  17.16578  -2.75205  21.33317
H  10.37930  -11.48574  18.99773
H  7.27780  -7.94771  21.52508
H  11.85094  -6.27350  25.42868
H  11.88588  -4.50249  14.81879
H  10.15606  0.10265  14.92965
H  19.61066  0.98916  19.21314
H  15.42328  0.10783  26.71685
H  14.74401  -1.79429  25.08225
H  14.73188  -2.28872  23.44322
H  16.78947  -0.77205  26.32339
H  11.86744  -13.60781  21.56800
H  13.42161  -6.37474  28.02525
H  13.98693  -2.89607  13.76827
H  5.08997  -9.53893  18.92957
H  13.57444  -4.95353  14.52876
H  11.58427  0.41520  21.92682
H  15.04347  -9.37462  19.96549
H  15.66754  5.31220  23.23037
H  9.68052  -5.28833  23.06567
H  11.72299  -2.48561  15.13856
H  9.77288  -9.95462  12.82521
H  18.63236  -9.35730  21.79717
H  15.60831  -0.10838  22.38352
H  11.70894  -6.19297  27.90745
H  11.06409  -8.20812  28.03250
H  15.90779  -8.38433  25.42910
H  16.63599  -6.81927  20.40157
H  20.17216  -3.71619  16.40720
H  8.83164  -8.35443  24.12049
H  11.98701  -9.78329  19.37973
H  14.70382  5.16447  21.72940
H  16.87169  0.95900  26.63074
H  13.15299  -6.92465  13.40152
H  17.36620  1.94125  22.70374
H  17.83144  -4.38895  19.06455
H  13.45600  -4.34898  24.12653
H  9.98336  -1.41737  13.90534
H  10.16601  -12.80240  19.88721
H  11.16454  2.76368  16.25242
H  13.05569  2.49795  26.63291
H  10.70527  -2.27810  17.45478
H  12.68602  -5.88976  15.68612
H  13.63693  2.26518  16.39636
H  14.76729  2.38402  26.21134
H  12.40945  -0.15839  16.48269
H  14.98371  1.80861  16.91560
H  12.04340  5.00674  18.84029
H  18.42727  -4.24939  16.64931
H  9.68007  -9.25162  27.58823
H  15.18328  -5.65516  15.79302
H  9.20960  -9.14551  17.19198
H  6.54463  -8.91866  19.89130
H  9.55396  -1.28045  15.56800
H  18.76480  0.49784  18.05770
H  6.55627  -9.62397  16.96122
H  18.66964  1.16606  21.13408
H  16.17910  0.75659  20.92067
H  17.17478  -8.46525  20.24899
H  11.03186  -3.46968  18.32964
H  18.22578  -7.16532  19.76954
H  15.25281  -6.88233  24.80752
H  7.48145  -5.93532  21.78957
H  13.94349  -3.53874  27.02938
H  16.85748  1.31133  17.57048
H  19.00134  -8.45656  23.07143
H  17.38958  -8.21582  16.68708
H  9.42986  -5.78719  17.09030

Atom charges from the Löwdin analysis, given in e for atoms 1 to 99: Pb 1.61; S 0.46; S 0.64; S 0.43; S 0.61; F -0.18; F -0.27; F -0.20; F -0.21; O -0.04; O -0.27; O -0.19; O -0.09; O -0.16; O -0.27; O -0.20; O -0.19; O -0.21; O -0.22; O -0.29; O -0.19; O -0.25; O -0.27; O -0.28; O -0.26; O -0.19; O -0.15; O -0.17; O -0.04; O -0.20; O -0.17; O -0.23; O -0.18; O -0.04; O -0.03; O -0.27; O -0.26; O -0.11; N 0.06; N 0.04; N 0.02; N 0.04; N 0.00; N 0.07; N 0.06; N 0.04; N 0.04; N 0.03; N 0.05; N -0.42; N -0.42; N 0.04; N 0.03; C -0.03; C -0.07; C -0.42; C -0.15; C -0.05; C -0.43; C -0.14; C -0.38; C -0.07; C -0.02; C -0.23; C -0.09; C -0.39; C -0.05; C -0.09; C -0.07; C -0.13; C -0.19; C -0.05; C -0.14; C -0.12; C -0.22; C -0.18; C -0.38; C -0.20; C -0.45; C -0.18; C -0.06; C -0.44; C -0.42; C -0.45; C -0.07; C -0.19; C -0.07; C -0.18; C -0.04; C -0.06; C -0.15; C -0.39; C -0.39; C -0.06; C -0.05; C -0.08; C -0.07; C -0.21; C -0.10